No. 1
The following is a quantum chemistry calculation of C29H38CuN3OS2 as an isolated structure, from the OMol25 dataset.

Last column: Mulliken charge in e.
Geometry (Å):
Cu  -0.25821  -0.25328  -0.27942  -1.39
S  -1.74001  0.51342  -1.81782  -0.59
C  -2.68771  -0.13018  -0.56702  1.20
C  -4.05931  -0.40758  -0.65682  -1.14
C  -4.67201  -1.03268  0.39848  -0.29
C  -3.93311  -1.32688  1.55018  -0.98
C  -2.60091  -0.98758  1.57838  -0.33
N  -1.98301  -0.41918  0.54708  0.74
H  -4.57491  -0.15268  -1.56782  0.51
H  -5.71531  -1.30438  0.34948  0.43
H  -4.39781  -1.80398  2.39748  0.45
H  -1.99731  -1.17118  2.45638  0.50
C  1.57109  1.68792  -2.64902  -1.32
C  2.28299  2.05672  -1.38932  1.70
C  3.03469  3.21962  -1.32082  -1.11
C  3.70579  3.57052  -0.16352  -0.98
C  3.56289  2.79622  0.97168  -0.91
C  2.80419  1.63562  0.95118  1.48
C  2.65089  0.78002  2.17448  -1.59
C  2.21499  1.23642  -0.25342  -1.65
N  1.56269  -0.00878  -0.30072  1.95
C  2.20319  -1.07688  -0.70002  0.65
C  3.64069  -1.05168  -1.11922  -1.78
C  1.47489  -2.31508  -0.75722  1.26
C  2.19189  -3.60258  -1.02892  -1.97
N  0.18809  -2.24028  -0.63152  0.91
C  -0.68201  -3.32438  -0.51212  -1.38
C  -1.53921  -3.65998  -1.57042  1.21
C  -1.41331  -2.95858  -2.88652  -1.06
C  -2.48521  -4.65618  -1.37342  -1.06
C  -2.57731  -5.32838  -0.16712  -0.85
C  -1.71991  -4.99778  0.86698  -1.12
C  -0.78041  -3.99138  0.71558  2.03
C  0.13069  -3.61918  1.84638  -1.47
H  1.77809  2.40902  -3.43602  0.51
H  0.49549  1.66872  -2.47312  0.01
H  1.85969  0.69592  -2.99222  0.24
H  3.11819  3.83982  -2.20042  0.41
H  4.33299  4.44872  -0.14482  0.37
H  4.07679  3.07212  1.88078  0.45
H  2.89369  1.35022  3.06878  0.49
H  3.31249  -0.08718  2.12988  0.30
H  1.62719  0.40912  2.24218  0.09
H  4.02029  -0.03398  -1.07832  0.40
H  3.73319  -1.42688  -2.13752  0.39
H  4.25379  -1.67808  -0.47202  0.40
H  2.65329  -3.56478  -2.01532  0.46
H  1.48449  -4.42838  -1.01262  0.41
H  2.97399  -3.79108  -0.29502  0.41
H  -0.41481  -3.08138  -3.30532  0.23
H  -1.58161  -1.88908  -2.76232  0.02
H  -2.13761  -3.34538  -3.59792  0.43
H  -3.15961  -4.91378  -2.17812  0.40
H  -3.31711  -6.10248  -0.02952  0.44
H  -1.77451  -5.52588  1.80918  0.43
H  -0.21961  -4.05728  2.77768  0.48
H  0.18369  -2.53548  1.95168  0.11
H  1.13719  -3.98628  1.64718  0.31
C  -0.41021  6.02682  0.63248  -1.27
C  0.53469  4.85962  0.47158  -0.67
S  -0.41871  3.29582  0.09348  0.79
O  -1.59861  3.75842  -0.63462  -0.78
C  -0.98291  2.98762  1.85568  -0.53
C  -2.49071  2.89302  1.88248  -1.09
H  0.10909  6.97032  0.48988  0.44
H  -0.88121  6.02602  1.61208  0.27
H  -1.18511  5.93992  -0.12842  0.32
H  1.14399  4.65382  1.34648  0.38
H  1.19449  5.00712  -0.37982  0.35
H  -0.62351  3.79012  2.49618  0.64
H  -0.51661  2.04982  2.15528  0.05
H  -2.91681  3.80172  1.46468  0.37
H  -2.85401  2.75652  2.89838  0.41
H  -2.83591  2.06122  1.27608  0.08

Values from the calculation:
* E_tot: -103518.11840 eV



No. 2
The following is a quantum chemistry calculation of C29H38InN6O7S as an isolated structure, from the OMol25 dataset.

Last column: Mulliken charge in e.
Geometry (Å):
In  0.17225  0.45566  -1.38756  1.96
O  3.89815  0.92936  0.52214  -0.73
C  2.78415  0.57516  0.20494  -0.08
O  2.38565  0.28706  -0.97786  -0.75
C  1.71565  0.43026  1.29194  0.77
C  1.95865  0.46266  2.65864  -1.02
C  0.88835  0.27026  3.52424  -0.66
C  -0.38415  0.06296  3.00854  -0.69
C  -0.54555  0.08746  1.62924  0.10
N  0.49185  0.25266  0.83344  0.80
C  -1.89015  -0.03204  0.90094  0.26
O  -2.90705  -0.10694  1.55234  -0.71
O  -1.80755  -0.04014  -0.37436  -0.70
H  2.95845  0.63096  3.02264  0.73
H  1.04465  0.28676  4.59354  0.49
H  -1.24895  -0.09814  3.63194  0.69
O  -1.83195  1.55016  -2.47976  -0.28
C  -1.80755  1.69186  -3.87546  -0.79
C  -0.49895  1.22426  -4.46466  0.69
C  -0.34545  1.03466  -5.83386  -1.02
C  0.89385  0.65926  -6.32276  -0.32
C  1.94955  0.51046  -5.43296  -0.97
C  1.70665  0.69676  -4.08686  -0.35
N  0.50955  1.03876  -3.62506  0.03
H  -2.48835  0.90146  -2.19206  0.24
H  -1.89795  2.76426  -4.09886  0.29
H  -2.63885  1.17356  -4.35826  0.47
H  -1.18675  1.16196  -6.49846  0.49
H  1.02725  0.48536  -7.38026  0.44
H  2.93545  0.23926  -5.77136  0.48
H  2.46845  0.56236  -3.33226  0.66
C  -3.19555  -3.11014  2.31314  -1.13
C  -3.47655  -3.39164  0.84214  0.20
C  -2.74685  -4.62804  0.31524  -1.30
C  -1.23285  -4.46624  0.23744  -0.44
N  -0.90425  -3.51674  -0.81226  0.03
C  0.17755  -2.80444  -1.06226  0.35
S  0.09045  -1.82664  -2.49566  -0.65
N  1.31205  -2.79984  -0.38286  0.20
C  1.75305  -3.71434  0.66304  -0.31
C  3.27585  -3.87104  0.66894  -1.36
C  4.05095  -2.70384  1.28244  0.20
C  3.70455  -2.46974  2.74814  -1.14
H  -3.80895  -2.27734  2.64734  0.33
H  -2.15485  -2.83274  2.47654  0.11
H  -3.42245  -3.98464  2.91974  0.43
H  -3.21735  -2.50924  0.25614  -0.13
H  -4.54765  -3.55534  0.72574  0.37
H  -3.12685  -4.89144  -0.67456  0.40
H  -2.95775  -5.46934  0.97534  0.42
H  -0.78335  -5.43944  0.01274  0.34
H  -0.85265  -4.10064  1.19004  0.32
H  -1.65855  -3.34884  -1.46796  0.36
H  2.02925  -2.17694  -0.74786  0.19
H  1.30825  -4.69444  0.48174  0.36
H  1.42235  -3.35624  1.64494  0.32
H  3.62465  -4.05144  -0.35106  0.42
H  3.49395  -4.76614  1.25654  0.41
H  3.90065  -1.78454  0.71324  -0.14
H  5.11065  -2.95064  1.21664  0.39
H  2.72025  -2.02084  2.85894  0.14
H  4.43205  -1.79744  3.19274  0.35
H  3.72175  -3.40624  3.30214  0.36
O  -3.52275  4.85616  3.51714  -0.53
C  -3.03265  5.92236  2.77304  -0.45
N  -1.78585  5.58116  2.09764  -0.18
C  -1.82015  4.97386  0.88944  0.28
O  -2.82895  4.83436  0.23264  -0.64
C  -0.51285  4.44216  0.36544  -0.28
C  0.72685  5.06466  0.46774  -0.10
C  1.80735  4.49626  -0.19276  -1.30
C  1.63685  3.29586  -0.86236  -0.27
N  0.46385  2.67496  -0.90496  0.26
C  -0.58465  3.24546  -0.33646  -0.43
H  -3.91975  4.19746  2.93304  0.35
H  -2.83165  6.73136  3.47824  0.35
H  -3.73705  6.25636  2.00074  0.32
H  -0.96065  5.51326  2.67404  0.26
H  0.84265  5.97746  1.03324  0.61
H  2.77675  4.96976  -0.18476  0.46
H  2.45955  2.80596  -1.36206  0.57
H  -1.52775  2.72966  -0.44706  0.77

Values from the calculation:
* charge: +1
* E_tot: -69971.52645 eV



No. 3
The following is a quantum chemistry calculation of a 2-piece molecular cluster, C29H39Br2F3N2O4PS overall, from the OMol25 dataset.

Last column: Mulliken charge in e.
Geometry (Å):
C  3.93269  -0.86591  2.97972  -1.46
C  4.18677  -0.46116  1.54626  0.19
O  2.94881  -0.15297  0.89449  -0.42
C  2.99079  -0.41005  -0.48848  -0.07
C  2.18474  0.63552  -1.28556  -0.54
O  1.34527  1.38647  -0.43376  -0.17
C  0.53112  2.33220  -1.10617  -0.89
C  -0.91253  2.11390  -0.74380  1.16
C  -1.45330  0.86879  -1.03255  -0.61
C  -2.74260  0.52145  -0.66877  -0.56
C  -3.53118  1.45743  -0.01374  0.61
C  -3.01408  2.71992  0.24543  -1.07
C  -1.71044  3.07377  -0.09274  0.17
P  -1.23274  4.76135  0.45030  -0.07
C  -0.35718  5.49961  -0.99893  -1.11
C  0.07980  4.38111  1.73628  -0.50
C  1.56370  4.66067  1.45878  -1.14
S  -5.19498  1.16246  0.49464  -0.39
C  -5.44880  -0.51254  -0.01715  0.72
C  -6.66482  -1.11630  0.32480  0.86
C  -7.71750  -0.39907  1.12858  -0.97
N  -8.12132  0.87862  0.54565  -0.27
C  -8.84948  1.71065  1.50418  -0.93
C  -6.89881  -2.44035  -0.03610  -1.03
C  -5.95063  -3.16141  -0.74090  -0.62
C  -4.73798  -2.56969  -1.08039  -0.05
C  -3.73899  -3.35967  -1.82973  -0.67
Br  -3.45153  -2.77861  -3.61567  -0.09
C  -3.11969  -4.42618  -1.32720  0.55
C  -3.29381  -4.92162  0.08168  -1.40
Br  -1.93058  -5.48182  -2.34044  -0.15
C  -4.46696  -1.25405  -0.69300  0.41
N  -3.18209  -0.77987  -0.99405  0.07
H  3.32352  -1.76884  3.03871  0.34
H  4.89965  -1.08513  3.43884  0.37
H  3.45710  -0.06831  3.55595  0.32
H  4.72758  -1.26279  1.04276  0.24
H  4.83483  0.42249  1.52504  0.19
H  2.59598  -1.41236  -0.68960  0.20
H  4.02767  -0.37795  -0.83541  0.16
H  1.57172  0.11332  -2.03464  0.28
H  2.86231  1.30169  -1.83411  0.29
H  0.65913  2.23551  -2.18956  0.45
H  0.85048  3.31832  -0.79356  -0.12
H  -0.84058  0.12577  -1.53418  0.39
H  -3.64008  3.45043  0.74495  0.27
H  -0.42780  4.85185  -1.87205  0.37
H  -0.85223  6.44125  -1.23754  0.35
H  0.69342  5.71163  -0.81095  0.37
H  -0.06680  3.34281  2.03319  0.34
H  -0.22013  4.99057  2.59108  0.54
H  2.18617  3.96638  2.02581  0.27
H  1.84122  5.66649  1.77578  0.36
H  1.85157  4.53509  0.42032  0.28
H  -7.34041  -0.21248  2.13943  0.37
H  -8.57813  -1.07206  1.23789  0.45
H  -8.76092  0.66955  -0.21177  0.24
H  -9.49126  2.40712  0.96913  0.35
H  -8.14083  2.26883  2.11775  0.25
H  -9.48364  1.12082  2.18164  0.32
H  -7.84412  -2.90357  0.22403  0.33
H  -6.14559  -4.18164  -1.04563  0.51
H  -3.67240  -4.12437  0.71859  0.32
H  -2.33574  -5.26236  0.47168  0.47
H  -3.98547  -5.76584  0.10022  0.32
H  -2.47479  -1.46005  -0.74750  0.30
C  8.47730  -2.52419  -2.37493  -1.00
C  8.33004  -3.31894  -1.07972  -0.24
O  8.81031  -2.68141  0.07416  -0.40
C  7.86190  -1.79363  0.76942  -0.01
O  6.65046  -2.23103  0.88935  -0.81
C  7.88252  -0.38184  0.10803  0.75
F  9.10641  0.02943  -0.32150  -0.32
F  7.49200  0.54308  1.02275  -0.29
F  7.04624  -0.22817  -0.94099  -0.25
H  9.45062  -2.03155  -2.40757  0.23
H  8.39690  -3.19946  -3.23213  0.41
H  7.70682  -1.76266  -2.48102  0.17
H  8.93101  -4.23113  -1.17287  0.33
H  7.29037  -3.62921  -0.92855  0.24
H  8.44398  -1.61413  1.70759  0.19

Values from the calculation:
* charge: -1
* E_tot: -210237.18423 eV